18
Properties=species:S:1:pos:R:3:forces:R:3:mulliken_charge:R:1 method="wB97M-V/def2-TZVPD" orbital_gap_ev=8.748 total_energy_ev=-10477.67746 de_lowest_kj_mol=144.0
C -1.8220 0.7941 -1.0705 -0.06 -0.03 -0.26 -1.061
C -1.0176 0.7470 -0.0251 0.15 0.20 0.23 1.285
C -1.5420 0.6706 1.3759 0.06 -0.17 0.02 -1.394
C 0.4854 0.7954 -0.1811 -0.05 -0.47 0.03 -1.302
C 1.1512 -0.5376 0.0776 0.23 0.17 -0.35 0.581
O 1.1844 -0.9879 1.3735 -0.01 0.13 0.17 -0.606
C 1.7096 -1.2484 -0.9046 -0.07 0.03 0.56 -0.384
O 2.3902 -2.4206 -0.6760 -0.08 -0.09 -0.17 -0.479
H -2.8927 0.7556 -0.9745 -0.26 0.01 0.13 0.282
H -1.4409 0.8502 -2.0753 0.16 0.03 -0.24 0.272
H -1.3053 -0.3021 1.8160 -0.01 0.07 0.07 0.312
H -1.0931 1.4494 1.9967 0.01 -0.01 0.07 0.327
H -2.6183 0.7963 1.3951 -0.17 0.01 0.04 0.390
H 0.8907 1.5287 0.5278 0.07 0.04 -0.07 0.352
H 0.7402 1.1242 -1.1867 0.04 0.03 -0.01 0.428
H 0.9727 -0.2543 1.9682 0.08 -0.24 -0.20 0.368
H 1.6535 -0.8988 -1.9175 -0.02 0.13 -0.28 0.294
H 2.5540 -2.8618 -1.5194 -0.06 0.17 0.27 0.334


116
Properties=species:S:1:pos:R:3:forces:R:3:mulliken_charge:R:1 method="wB97M-V/def2-TZVPD" orbital_gap_ev=8.609 total_energy_ev=-50142.15669 de_lowest_kj_mol=0.0
C 3.9019 -25.1480 11.5188 0.22 -0.22 0.63 -1.041
C 4.3159 -24.0587 12.5271 -0.21 1.16 -0.58 -0.318
N 5.0731 -24.5065 13.6962 -1.57 -0.68 -1.02 0.726
C 6.4111 -24.9066 13.3440 1.30 -0.09 -0.49 0.129
C 7.2965 -25.0650 14.5833 -1.17 -1.13 -0.75 -0.773
C 4.3028 -25.5579 14.4288 1.11 0.78 1.60 -0.254
C 4.1148 -25.0029 15.8593 -0.34 -0.87 -0.85 -0.809
H 3.3817 -24.7956 10.6284 0.20 0.32 0.01 0.201
H 3.2404 -25.8832 11.9733 -0.12 0.00 0.14 0.396
H 4.7971 -25.6954 11.2259 -0.11 -0.07 -0.24 0.267
H 4.9005 -23.2676 12.0390 0.32 -0.39 -0.20 -0.123
H 3.4740 -23.4207 12.8192 -0.29 -0.61 0.39 0.418
H 6.5193 -25.7904 12.6859 -0.50 -0.47 0.51 0.175
H 6.8763 -24.1865 12.6564 -0.35 0.60 0.41 -0.182
H 8.2323 -25.5274 14.2819 0.37 0.73 0.08 0.432
H 7.2979 -24.1388 15.1478 0.55 0.00 0.06 -0.303
H 6.8334 -25.8564 15.1827 0.06 0.20 0.36 0.318
H 4.9112 -26.4667 14.4662 -0.20 -0.16 -0.06 -0.368
H 3.3067 -25.8185 14.0864 0.08 0.22 -0.80 0.472
H 3.4883 -24.1175 15.7540 0.26 0.23 0.29 -0.032
H 5.1069 -24.7912 16.2402 -0.19 0.21 0.44 0.093
H 3.5709 -25.7171 16.4829 0.17 0.01 0.17 0.500
C 6.4124 -24.4831 9.3460 -0.68 -0.29 -0.91 -0.761
C 7.4532 -23.3753 9.2296 0.20 0.38 2.28 -0.825
N 6.9801 -22.0297 8.8656 -0.24 -0.56 -0.53 0.092
C 6.5692 -21.1690 9.9563 0.49 0.60 0.90 -0.082
C 7.6495 -20.9689 11.0544 -0.64 -1.04 -1.09 -1.440
C 5.9551 -22.0619 7.8336 0.24 -0.17 -0.94 -0.253
C 6.4973 -22.6232 6.5097 0.13 0.75 0.30 -1.434
H 5.6461 -24.2604 10.0925 0.26 0.45 -0.18 -0.076
H 6.7949 -25.4576 9.6564 0.47 0.15 -0.12 0.540
H 5.8721 -24.6360 8.4066 0.04 -0.22 0.04 0.402
H 7.7469 -23.3186 10.2851 0.34 0.34 -0.17 0.213
H 8.4175 -23.5863 8.7703 -0.38 -0.45 -0.73 0.228
H 6.4540 -20.1696 9.5278 -0.52 -0.13 -0.10 0.544
H 5.6268 -21.5017 10.4174 -0.10 0.18 0.01 0.054
H 7.7648 -21.9261 11.5627 0.27 0.25 0.41 0.240
H 8.5709 -20.7336 10.5222 0.17 0.17 0.34 0.368
H 7.3549 -20.2006 11.7620 0.04 0.08 -0.01 0.448
H 5.5293 -21.0635 7.7210 0.22 0.10 -0.11 0.638
H 5.0953 -22.7178 8.0300 -0.06 0.07 0.65 -0.002
H 6.8805 -23.6160 6.7357 -0.10 -0.19 -0.50 0.270
H 7.3114 -22.0324 6.0858 0.10 0.06 0.26 0.343
H 5.7094 -22.6155 5.7558 -0.06 -0.44 0.06 0.411
C 11.9256 -27.2153 18.5366 0.79 0.25 1.08 -1.069
C 10.4032 -27.2351 18.5358 -0.10 -1.10 -0.45 -0.640
N 9.7654 -27.4411 17.2308 0.52 0.50 -0.86 0.122
C 10.0337 -28.7486 16.6039 -1.61 -0.15 1.75 -0.372
C 9.2342 -29.8310 17.3429 -0.08 -1.04 -0.21 -1.340
C 10.1216 -26.4454 16.2333 -0.47 2.03 -0.77 0.498
C 9.9472 -24.9919 16.7555 -0.17 -0.78 0.94 -1.480
H 12.3342 -26.2920 18.1222 -0.06 -0.18 -0.45 0.262
H 12.4528 -28.0878 18.1478 -0.38 0.05 -0.57 0.292
H 12.3201 -27.1974 19.5614 -0.42 0.09 0.14 0.407
H 10.0118 -28.0786 19.1083 0.30 0.17 0.41 0.349
H 10.0219 -26.3297 19.0008 -0.08 0.04 -0.07 0.373
H 9.5457 -28.6597 15.6358 0.75 -0.21 -0.44 0.287
H 11.0973 -28.9961 16.6160 0.06 0.01 -0.59 0.342
H 9.5139 -30.0328 18.3781 0.05 0.46 0.07 0.406
H 8.1585 -29.6545 17.2910 0.05 0.43 0.19 0.238
H 9.3309 -30.8240 16.8876 0.33 0.16 -0.32 0.419
H 9.4441 -26.4972 15.3800 -0.19 -0.57 0.17 -0.379
H 11.0966 -26.5735 15.7405 0.35 -0.11 0.52 0.299
H 8.9590 -24.9274 17.2212 -0.02 -0.11 0.09 0.384
H 9.9662 -24.1455 16.0724 0.42 -0.43 -0.51 0.440
H 10.6692 -24.8300 17.5559 0.06 0.38 -0.07 0.310
C 2.9681 -31.8163 16.8938 0.27 1.54 -0.01 -0.989
C 2.5520 -30.3364 16.9105 -1.60 -1.16 0.31 0.655
C 3.5645 -29.2326 16.8679 -0.30 0.51 -0.10 -0.516
O 1.3658 -30.1039 17.0439 0.44 0.51 -0.14 -0.573
H 3.6247 -31.8356 17.7694 0.31 -0.81 -0.31 0.296
H 3.4506 -32.0519 15.9447 0.46 -0.10 0.27 0.298
H 2.0975 -32.4491 17.0062 -0.10 0.06 0.20 0.279
H 4.4373 -29.5043 16.2795 0.13 0.18 0.10 -0.029
H 3.8377 -28.8801 17.8652 0.26 -0.58 0.14 0.361
H 3.0463 -28.3509 16.4859 0.15 -0.12 -0.47 0.233
C 6.6452 -20.1984 15.4660 0.29 0.36 0.10 -1.001
C 6.0177 -20.7321 16.7282 -0.41 0.68 0.30 0.397
C 5.7784 -22.1934 16.8503 -0.41 -1.04 0.27 -0.322
O 5.7033 -19.9786 17.6251 0.09 -0.03 -0.10 -0.599
H 7.4542 -20.8519 15.1374 -0.05 0.03 -0.19 0.308
H 7.0196 -19.1974 15.6796 0.18 -0.10 0.06 0.419
H 5.9266 -20.0542 14.6570 -0.16 -0.43 0.04 0.212
H 5.1083 -22.4484 17.6730 -0.02 0.45 0.11 0.374
H 6.7010 -22.7326 17.0862 0.15 0.10 -0.36 0.411
H 5.3161 -22.6296 15.9642 0.39 0.13 -0.28 -0.168
C 2.2983 -22.0366 9.2625 -0.74 -0.36 -0.83 -0.906
C 1.9851 -21.7815 10.6911 -0.21 1.19 0.60 1.049
C 0.5209 -21.8641 11.0971 0.17 -0.30 0.17 -1.318
O 2.8389 -21.4053 11.4637 -0.08 -0.32 0.06 -0.495
H 2.1584 -23.1020 9.0494 0.37 -0.02 -0.01 0.326
H 3.2692 -21.6642 8.9686 0.28 -0.20 0.15 -0.055
H 1.5441 -21.5662 8.6229 0.03 0.13 0.12 0.487
H -0.1002 -21.2828 10.4163 0.02 -0.13 -0.15 0.431
H 0.3470 -21.4923 12.1048 0.29 0.02 0.03 0.200
H 0.2058 -22.9102 11.0662 -0.14 0.03 -0.15 0.316
C 1.8255 -20.8809 16.3802 0.65 -0.32 -0.73 -0.746
C 0.9117 -20.0561 15.5177 -0.78 -0.37 -0.35 0.792
C -0.5149 -20.5722 15.3989 0.21 0.88 0.14 -1.198
O 1.2232 -19.0108 15.0047 0.34 -0.04 0.08 -0.573
H 2.8442 -20.6551 16.0626 0.08 0.24 0.55 0.089
H 1.6948 -21.9464 16.1803 -0.28 0.00 0.07 0.198
H 1.6456 -20.7165 17.4411 0.15 0.18 0.00 0.392
H -0.9008 -20.2516 16.3743 -0.48 -0.50 -0.05 0.402
H -0.6285 -21.6387 15.2297 0.12 -0.08 0.28 0.328
H -1.0504 -20.0085 14.6378 0.05 0.00 -0.03 0.300
C 6.8232 -30.2019 11.7205 2.14 0.05 0.41 -1.281
C 7.3004 -29.2996 12.8673 -1.20 -0.19 -0.10 0.617
C 6.5068 -29.3047 14.1739 0.90 0.44 -0.04 -0.728
O 8.2927 -28.6319 12.7636 0.45 0.26 -0.05 -0.550
H 7.6561 -30.1914 11.0113 -0.31 0.41 -0.31 0.361
H 5.9046 -29.9068 11.2296 -0.31 -0.30 0.30 0.315
H 6.9314 -31.2215 12.1009 -1.07 -0.12 0.00 0.355
H 7.0883 -28.6948 14.8680 -0.04 -0.09 0.12 0.116
H 6.4509 -30.3205 14.5642 -0.36 -0.01 -0.03 0.518
H 5.5348 -28.8192 14.0895 -0.19 -0.36 -0.25 0.221